Entry 1:
# C40H38AsMoN4O

A structure of composition C40H38AsMoN4O (wB97M-V/def2-TZVPD, the Open Molecules 2025 dataset).

Summary:
Net charge ... +3
Energy above the lowest of the compared OMol25 structures with the same formula, charge and spin ... 0.549 eV
Spin multiplicity ... 3
<S²> ... 2.0507
Strongest force on any atom ... 1.61 eV/Å
Frontier orbital gap (alpha / beta) ... 4.710 / 5.014 eV
HOMO energy (alpha / beta) ... -0.5884 / -0.5885 Eh

Last column: Löwdin spin population.
Positions of all 85 atoms, in Å:
Mo -0.7969 -0.5681 0.0478  1.680
C 1.4830 -1.4472 -1.9508  0.002
N 0.9820 -1.4148 -0.5471  -0.009
C 1.6359 -2.0568 0.3862  0.044
C 1.1294 -1.8836 1.6896  0.002
C 1.4365 -2.3139 2.9603  0.017
C 0.5271 -1.6717 3.8477  -0.023
C -0.3093 -0.8941 3.0925  0.050
N 0.0381 -0.9985 1.7572  -0.021
C 2.9693 -1.1857 -2.0306  0.001
C 3.8689 -2.2316 -2.2045  0.001
C 5.2350 -1.9844 -2.1842  0.000
C 5.7044 -0.6929 -1.9904  0.001
C 4.8083 0.3593 -1.8438  0.000
C 3.4456 0.1135 -1.8632  0.002
H 0.9400 -0.6842 -2.5090  0.000
H 1.2437 -2.4188 -2.3898  -0.001
H 2.5276 -2.6375 0.1744  0.001
H 2.2186 -3.0084 3.2289  0.001
H 0.5015 -1.7794 4.9204  -0.002
H -1.1090 -0.2460 3.4182  0.003
H 3.5025 -3.2386 -2.3760  0.000
H 5.9323 -2.7980 -2.3327  0.000
H 6.7692 -0.5043 -1.9697  0.000
H 5.1759 1.3724 -1.7392  0.000
H 2.7424 0.9365 -1.7786  0.000
C -6.9036 -1.8027 -3.1831  0.005
C -6.1065 -0.8730 -3.8401  -0.001
C -4.7767 -0.7255 -3.4801  0.003
C -4.2735 -1.5138 -2.4481  0.000
C -5.0490 -2.4583 -1.7940  0.003
C -6.3751 -2.5981 -2.1745  -0.001
As -2.4181 -1.1131 -1.9837  0.048
C -2.0715 -2.3689 -0.4694  -0.006
C -1.6601 -3.7052 -0.6477  0.017
C -1.8368 -4.6038 0.3787  0.008
C -2.4186 -4.1973 1.5914  0.000
C -2.8315 -2.8949 1.7904  0.018
C -2.6837 -1.9640 0.7558  -0.004
C -3.1020 -0.5559 0.7784  0.005
C -3.7234 0.1039 1.8488  0.026
C -4.1640 1.4013 1.6858  0.023
C -4.0121 2.0617 0.4599  0.009
C -3.3883 1.4396 -0.6013  0.037
C -2.8931 0.1349 -0.4529  0.002
H -7.9412 -1.9152 -3.4670  0.000
H -6.5157 -0.2724 -4.6410  0.000
H -4.1395 -0.0262 -4.0099  0.000
H -4.6365 -3.0909 -1.0171  0.000
H -6.9952 -3.3355 -1.6826  0.000
H -1.2494 -4.0285 -1.5966  0.001
H -1.5423 -5.6368 0.2471  0.000
H -2.5629 -4.9252 2.3798  0.000
H -3.3004 -2.6084 2.7227  0.001
H -3.9038 -0.4159 2.7815  0.001
H -4.6571 1.9062 2.5063  0.001
H -4.3996 3.0653 0.3419  0.000
H -3.3029 1.9549 -1.5499  0.002
C 2.8092 1.2313 2.6403  0.000
C 2.1895 2.6328 2.6894  0.000
N 2.8339 3.5825 1.7974  0.000
C 4.0127 4.3048 2.3051  0.000
C 5.3196 3.9126 1.6163  0.000
C 2.4221 3.9051 0.5503  -0.001
O 2.9043 4.8312 -0.0741  0.000
C 1.3254 3.1231 -0.1827  -0.001
C 0.8679 3.7604 -1.3441  0.022
C -0.0018 3.1090 -2.2043  0.001
C -0.4332 1.8430 -1.8799  0.011
N -0.0534 1.2296 -0.7430  0.002
C 0.8244 1.8640 0.0773  0.016
H 2.2413 0.5480 3.2788  0.000
H 3.8304 1.2647 3.0186  0.000
H 2.8508 0.8271 1.6256  0.000
H 2.2956 3.0115 3.7047  0.000
H 1.1172 2.6164 2.4862  0.000
H 4.0823 4.1052 3.3721  0.000
H 3.8523 5.3751 2.1659  0.000
H 5.4832 2.8348 1.6850  0.000
H 6.1473 4.4169 2.1130  0.000
H 5.3195 4.2158 0.5736  0.000
H 1.2410 4.7544 -1.5547  0.001
H -0.3264 3.5691 -3.1271  0.000
H -1.0604 1.2892 -2.5624  0.000
H 1.1373 1.2804 0.9293  0.001

Cartesian forces (eV/Å) of the 2 atoms listed first:
Mo 1.316 0.004 0.927
C 0.374 0.031 -0.268

Entry 2:
# C6H14N3Tc

A structure of composition C6H14N3Tc (wB97M-V/def2-TZVPD, the Open Molecules 2025 dataset).

Summary:
Net charge ... +1
Spin multiplicity ... 4
<S²> ... 3.7638
Strongest force on any atom ... 4.65 eV/Å
Frontier orbital gap (alpha / beta) ... 8.438 / 8.584 eV
HOMO energy (alpha / beta) ... -0.4400 / -0.4704 Eh

Last column: Löwdin spin population.
Positions of all 24 atoms, in Å:
C -1.9031 -0.8949 -2.9874  0.159
Tc -0.6284 -0.6837 -1.4523  2.539
N -0.3376 1.3750 -1.4457  0.074
H -1.1970 -1.8911 -0.3893  0.041
H -1.8807 -0.3296 -0.8111  -0.018
H -2.5396 -1.8194 -3.0848  0.028
H -0.8868 -0.9889 -3.4815  0.030
H -2.5550 -0.0462 -3.3510  0.019
H 0.6498 1.6297 -1.2329  0.012
H -0.8641 1.9623 -0.7632  0.004
H -0.4846 1.9707 -2.2892  0.012
N 2.2429 0.1300 -0.2891  0.022
C 1.4185 -0.0610 0.8266  0.021
C 1.9366 0.2386 2.1118  0.000
C 1.0404 0.2267 3.1774  0.007
C -0.3090 -0.0736 2.9272  -0.002
C -0.7297 -0.3470 1.6334  0.005
N 0.1048 -0.3177 0.5547  0.031
H 2.1281 -0.5830 -1.0133  0.011
H 3.2479 0.3015 -0.1303  0.001
H 3.0046 0.4883 2.2505  0.001
H 1.3432 0.4388 4.2060  0.000
H -1.0745 -0.1072 3.7036  0.000
H -1.7268 -0.6184 1.3299  0.000

Cartesian forces (eV/Å) of the 2 atoms listed first:
C -1.604 -0.147 -0.489
Tc 1.682 -2.721 0.769

Entry 3:
# C4H14NO3

A cluster of 3 separate species, C4H14NO3 in total (wB97M-V/def2-TZVPD, the Open Molecules 2025 dataset).

Summary:
Net charge ... -1
Energy above the lowest of the compared OMol25 structures with the same formula, charge and spin ... 0.783 eV
Spin multiplicity ... 1
Strongest force on any atom ... 2.66 eV/Å
Frontier orbital gap ... 7.364 eV
HOMO energy ... -0.1292 Eh

Last column: natural (NBO) charge in e.
Positions of all 22 atoms, in Å:
C 0.9038 -1.4727 -1.3214  -0.625
C 0.2520 -1.3241 0.0254  -0.039
C 1.3367 -1.2176 1.1017  -0.662
N -0.6380 -0.1409 0.0661  -0.696
C -0.2500 1.1057 -0.5338  0.096
O 0.8398 1.7160 0.0462  -0.959
H 1.7189 -0.7434 -1.3764  0.222
H 1.4014 -2.4399 -1.4426  0.192
H 0.1905 -1.2935 -2.1204  0.214
H -0.4536 -2.1434 0.2250  0.164
H 1.6990 -0.1837 1.0366  0.272
H 0.9977 -1.3737 2.1283  0.187
H 2.2305 -1.8470 0.9986  0.184
H -0.9058 -0.0820 1.0375  0.357
H -0.0487 1.0475 -1.6349  0.119
H -1.1172 1.7999 -0.5556  0.105
H -3.0562 0.6534 -0.9881  0.466
H -2.3866 -0.7002 -0.8647  0.496
O -3.0985 -0.2359 -1.3566  -0.987
H 0.3950 3.0815 2.5416  0.433
H 0.2091 2.5698 1.1558  0.499
O -0.2199 3.2241 1.8315  -1.038

Cartesian forces (eV/Å) of the 2 atoms listed first:
C 0.594 0.064 -0.167
C -0.184 0.367 0.391

Entry 4:
# C27H11BCl5F4N3O7STa

A structure of composition C27H11BCl5F4N3O7STa (wB97M-V/def2-TZVPD, the Open Molecules 2025 dataset).

Summary:
Net charge ... -1
Energy above the lowest of the compared OMol25 structures with the same formula, charge and spin ... 1.243 eV
Spin multiplicity ... 1
Strongest force on any atom ... 0.96 eV/Å
Frontier orbital gap ... 8.015 eV
HOMO energy ... -0.2565 Eh

Last column: natural (NBO) charge in e.
Positions of all 60 atoms, in Å:
Ta -0.0019 -0.2530 0.2636  2.303
O -3.9024 -1.8997 -0.1687  -0.576
C -2.8560 -1.4787 0.2603  0.776
O -1.8739 -0.9698 -0.4280  -0.772
C -2.5168 -1.5431 1.7125  0.139
C -3.3460 -1.9602 2.7307  -0.203
C -2.8253 -2.0056 4.0188  -0.140
C -1.4881 -1.6987 4.2390  -0.207
C -0.7284 -1.3160 3.1541  0.131
N -1.2570 -1.2042 1.9441  -0.494
C 0.7523 -1.1122 3.1257  0.770
O 1.4072 -1.1190 4.1411  -0.580
O 1.1830 -1.0056 1.9014  -0.745
H -4.3636 -2.2388 2.4958  0.249
H -3.4547 -2.3089 4.8460  0.222
H -1.0173 -1.7632 5.2099  0.250
Cl -0.6760 1.3411 -3.5517  0.036
C -0.1025 -0.2754 -3.2865  0.034
C 0.0238 -0.8191 -2.0101  -0.366
C 0.3612 -2.1543 -1.9955  -0.050
Cl 0.4670 -2.8496 -0.3724  0.157
C 0.6031 -2.9699 -3.0839  -0.080
Cl 0.9073 -4.6526 -2.8895  0.061
C 0.5582 -2.3732 -4.3344  -0.084
Cl 0.9217 -3.3063 -5.7394  0.047
C 0.2005 -1.0288 -4.4306  -0.109
Cl 0.1204 -0.3087 -6.0026  0.037
F -2.0793 1.1826 0.7873  -0.530
B -1.8387 2.1875 -0.1997  1.380
F -2.8090 2.1883 -1.1600  -0.526
F -1.6014 3.4133 0.3539  -0.529
F -0.5695 1.6458 -0.7714  -0.519
N 1.8849 5.7955 4.5553  -0.355
C 1.6004 4.8867 3.9103  0.304
C 1.2446 3.7419 3.0970  -0.203
C 2.0352 3.3835 2.0104  -0.150
C 1.6890 2.2916 1.2324  -0.208
C 0.5493 1.5308 1.5057  -0.372
C -0.2184 1.9063 2.6124  -0.155
C 0.1170 2.9929 3.4010  -0.177
H 2.9250 3.9570 1.7831  0.216
H 2.3325 2.0395 0.4020  0.214
H -1.1164 1.3626 2.8701  0.200
H -0.5024 3.2691 4.2447  0.216
O 4.0742 -3.0504 -2.9171  -0.924
S 4.4721 -1.8925 -2.1727  2.299
O 5.8049 -1.8044 -1.6594  -0.921
N 3.3922 -1.6349 -0.9400  -0.716
C 2.7876 -0.5210 -1.1200  0.638
O 1.8552 -0.0611 -0.3201  -0.753
C 3.1375 0.2655 -2.3309  -0.146
C 2.6108 1.4637 -2.7711  -0.115
C 3.0198 1.9235 -4.0172  -0.213
C 3.9309 1.1989 -4.7836  -0.188
C 4.4790 0.0069 -4.3188  -0.186
C 4.0672 -0.4274 -3.0767  -0.298
H 1.8839 2.0055 -2.1785  0.237
H 2.6069 2.8447 -4.4065  0.222
H 4.2113 1.5652 -5.7631  0.217
H 5.1939 -0.5548 -4.9051  0.232

Cartesian forces (eV/Å) of the 2 atoms listed first:
Ta -0.861 0.306 0.308
O -0.042 0.023 0.020

Entry 5:
# C2H4OS2

An isolated molecule of C2H4OS2 (wB97M-V/def2-TZVPD, the Open Molecules 2025 dataset).

Summary:
Energy above the lowest of the compared OMol25 structures with the same formula, charge and spin ... 1.416 eV
Spin multiplicity ... 3
<S²> ... 2.0105
Strongest force on any atom ... 6.12 eV/Å
Frontier orbital gap (alpha / beta) ... 6.547 / 6.619 eV
HOMO energy (alpha / beta) ... -0.2188 / -0.3545 Eh

Last column: Löwdin spin population.
Positions of all 9 atoms, in Å:
C -2.0600 0.7613 0.3950  0.656
C 1.7057 -0.3822 -0.3076  0.009
O -3.1537 1.1801 0.1836  0.836
S -1.3532 -0.5618 -0.5556  0.318
S 0.2620 -1.0937 0.5169  0.071
H -1.4207 0.9145 1.1758  0.106
H 2.5885 -0.8487 0.0058  0.000
H 1.8652 0.6357 -0.0728  0.002
H 1.5663 -0.6051 -1.3412  0.001

Cartesian forces (eV/Å) of the 2 atoms listed first:
C 4.165 -1.416 -0.547
C -1.288 -0.014 -0.285

Entry 6:
# C10H8F3I

An isolated molecule of C10H8F3I (wB97M-V/def2-TZVPD, the Open Molecules 2025 dataset).

Summary:
Energy above the lowest of the compared OMol25 structures with the same formula, charge and spin ... 0.000 eV
Spin multiplicity ... 1
SMILES ... Cc1ccc(F)c2c1[C@@H](I)C(F)(F)C2
Strongest force on any atom ... 5.23 eV/Å
Frontier orbital gap ... 9.265 eV
HOMO energy ... -0.3436 Eh

Last column: natural (NBO) charge in e.
Positions of all 22 atoms, in Å:
C 1.4266 2.1081 0.6523  -0.645
C 0.4249 1.3523 -0.2044  -0.025
C -0.1266 1.8473 -1.3568  -0.162
C -1.0688 1.0886 -2.1388  -0.271
C -1.4044 -0.1461 -1.6972  0.390
F -2.2266 -0.8973 -2.4157  -0.315
C -0.6527 -0.7688 -0.6795  -0.049
C 0.1463 0.0570 0.1165  -0.046
C 0.6300 -0.6290 1.3827  -0.359
I -0.5234 0.0632 3.1106  0.108
C 0.2536 -2.1305 0.9574  0.706
F -0.0113 -2.8403 2.0584  -0.332
F 1.3855 -2.6944 0.3451  -0.357
C -0.9038 -2.1525 0.0035  -0.477
H 2.3409 1.5342 0.6155  0.217
H 1.5939 3.1625 0.4759  0.231
H 1.2080 2.0918 1.7721  0.227
H -0.0914 2.8721 -1.5406  0.208
H -1.5818 1.6349 -2.8815  0.230
H 1.6711 -0.4100 1.5176  0.244
H -1.7865 -2.2390 0.5258  0.240
H -0.7035 -2.9041 -0.6189  0.238

Cartesian forces (eV/Å) of the 2 atoms listed first:
C -0.614 -0.387 1.897
C 1.046 1.478 0.099